ORCA calculation (ωB97M-V/def2-TZVPD) on a molecular structure, C15H21BrCl2O6PSm.

The geometry in XYZ format:
```
47
Properties=species:S:1:pos:R:3:forces:R:3:lowdin_spin:R:1
Sm 7.7950 4.9997 9.7003 0.55 -1.44 0.41 5.0585
Cl 13.6698 5.0676 14.3346 0.66 0.47 0.79 -0.0001
C 12.5376 4.9975 13.0707 -0.46 -0.12 -0.65 -0.0001
C 12.9482 4.3262 11.8998 0.39 0.21 0.22 0.0002
C 12.0585 4.0275 10.9226 -0.51 -0.32 -0.46 -0.0003
Cl 12.4931 3.1994 9.4465 0.07 0.35 0.61 -0.0001
C 10.6593 4.3165 11.0978 -0.77 -0.33 -0.70 0.0003
O 9.8122 3.9080 10.2143 -0.28 0.74 0.51 -0.0089
C 10.2714 5.0321 12.2790 1.77 -0.09 -0.89 0.0001
C 8.9834 5.3529 12.6569 -2.98 0.75 0.86 0.0002
O 7.8857 5.2252 12.0383 1.35 -0.04 0.15 -0.0075
C 11.2614 5.4320 13.2017 0.17 -0.51 0.65 0.0001
H 14.0073 4.1048 11.8611 -0.09 -0.29 -0.41 0.0000
H 8.8875 5.7886 13.6954 0.12 -0.32 -0.88 -0.0003
H 10.9427 5.9666 14.0840 0.09 0.01 0.16 0.0000
Br 5.4943 3.6297 9.4619 -0.29 -0.07 -0.08 -0.0197
C 7.1490 7.5367 4.9290 0.53 1.27 -0.80 0.0000
C 6.9411 8.0467 6.3199 0.95 1.54 0.49 0.0000
C 6.6446 9.5561 6.3565 -0.29 0.01 -0.06 0.0000
C 5.8810 7.3365 7.1015 0.92 -1.61 1.64 0.0005
O 8.2904 7.9580 6.9662 -0.19 -0.12 0.03 -0.0004
P 8.9051 6.9066 7.9635 0.94 3.10 -0.42 -0.0008
O 8.7213 5.4978 7.5926 -0.74 -2.30 -0.39 -0.0092
O 8.2921 7.1225 9.3527 0.09 0.34 0.22 -0.0126
O 10.4548 7.1932 7.9164 -0.47 0.21 0.29 -0.0002
C 11.2409 8.3441 8.4119 -1.37 0.20 -0.22 0.0000
C 10.5924 8.9585 9.6881 1.07 0.54 -1.66 -0.0001
C 12.5564 7.7656 8.6634 1.83 -1.38 0.91 0.0000
C 11.3565 9.3255 7.2525 -0.08 0.43 0.08 0.0000
H 6.3628 7.9416 4.2926 -0.16 -0.30 -0.12 0.0000
H 7.2149 6.4797 4.8556 -0.16 -1.03 0.05 0.0000
H 8.1028 7.9400 4.5326 -0.50 -0.11 0.28 0.0000
H 5.6133 9.7228 5.9800 0.61 -0.01 0.13 0.0000
H 7.3537 10.1935 5.7890 -0.33 -0.58 0.28 0.0000
H 6.6626 9.8373 7.4164 0.01 0.20 -0.27 0.0000
H 4.9539 7.3063 6.5793 -0.78 0.28 -0.45 0.0000
H 5.7232 7.7245 8.1565 0.28 -0.33 -1.34 0.0001
H 6.2035 6.2641 7.1417 -0.42 0.62 0.28 0.0003
H 10.5129 8.2601 10.5026 -0.13 -0.40 0.15 0.0000
H 9.6163 9.3648 9.3978 0.26 0.13 0.46 0.0000
H 11.3246 9.7399 9.9665 -0.70 -0.04 0.12 0.0000
H 12.5451 7.1146 9.5314 -0.21 -0.29 0.29 0.0000
H 13.2954 8.5168 8.9274 0.11 0.27 -0.33 0.0000
H 12.9163 7.1208 7.8456 -0.15 0.57 0.06 0.0000
H 10.3491 9.5954 6.9434 0.06 0.33 -0.19 0.0000
H 11.8904 8.8780 6.4108 -0.23 -0.23 0.08 0.0000
H 11.9558 10.2166 7.5169 -0.51 -0.31 0.15 0.0000
```
Forces are in eV/Å.

Properties
⟨S²⟩	8.759
energy relative to the best compared isomer or geometry (same formula, charge and spin)	8.4	kcal per mole
spin multiplicity	6
LUMO energy (spin up / spin down)	-1.0 / -1.0	eV
frontier orbital gap (spin up / spin down)	7.648 / 7.682	eV